[1]
Formula: C4H3N3
Source: the Open Molecules 2025 dataset
Level of theory: ωB97M-V/def2-TZVPD

Values from the calculation:
- gap between HOMO and LUMO (eV) = 7.09
- ΔE to the lowest compared entry with this formula, charge and spin (kJ/mol) = 587.3
- E_HOMO (eV) = -9.380

```
10
C4H3N3, DFT ωB97M-V/def2-TZVPD
C -0.388 0.034 0.052
C -1.006 1.180 -0.229
N 0.572 -0.853 1.209
N 2.447 -0.301 -0.130
C 1.248 -0.443 0.168
C -1.122 -1.201 0.310
N -1.942 -2.024 0.374
H 2.674 0.326 -0.889
H -0.421 2.068 -0.421
H -2.063 1.214 -0.443
```

=====

[2]
Formula: C8H16Cl2LuO
Source: the Open Molecules 2025 dataset
Level of theory: ωB97M-V/def2-TZVPD

Values from the calculation:
- gap between HOMO and LUMO (alpha / beta) (eV) = 7.73 / 4.40
- ΔE to the lowest compared entry with this formula, charge and spin (kJ/mol) = 46.6
- total charge = -1
- E_HOMO (alpha / beta) (eV) = -4.507 / -1.158

```
28
C8H16Cl2LuO, DFT ωB97M-V/def2-TZVPD
Lu -0.737 1.405 1.678
Cl -1.005 2.683 -0.335
Cl 1.342 1.446 2.869
C 1.737 -1.539 -1.270
H 2.702 -1.082 -1.602
H 1.322 -0.886 -0.491
C -0.790 -1.018 -1.988
C 0.663 -1.552 -2.322
H -1.389 -1.626 -1.287
C 1.170 -0.874 -3.598
H 0.514 -2.642 -2.542
C 0.749 0.604 -3.753
H 2.263 -0.975 -3.668
H 0.719 -1.349 -4.475
C -0.777 0.706 -3.880
H 1.091 1.197 -2.888
H 1.185 1.029 -4.685
C -1.489 0.065 -2.634
H -1.088 1.754 -3.993
H -1.124 0.197 -4.790
H -1.680 0.917 -1.956
H -2.506 -0.242 -2.963
C -2.255 -1.552 2.236
O -1.619 -0.332 1.881
H -3.199 -1.649 1.675
H -2.487 -1.562 3.310
H -1.594 -2.394 2.004
H 1.862 -2.506 -0.763
```

=====

[3]
Formula: C3H5NO2
Source: the Open Molecules 2025 dataset
Level of theory: ωB97M-V/def2-TZVPD

Values from the calculation:
- gap between HOMO and LUMO (eV) = 10.84
- ΔE to the lowest compared entry with this formula, charge and spin (kJ/mol) = 95.8
- E_HOMO (eV) = -10.238
- SMILES = O=CCNC=O

```
11
C3H5NO2, DFT ωB97M-V/def2-TZVPD
O 1.476 -0.931 -2.225
C 0.494 -0.504 -1.676
C 0.516 0.263 -0.376
N -0.620 -0.101 0.450
C -0.645 0.297 1.750
O 0.222 0.978 2.258
H -0.516 -0.638 -2.127
H 1.459 0.089 0.151
H 0.483 1.339 -0.613
H -1.330 -0.736 0.106
H -1.538 -0.055 2.301
```

=====

[4]
Formula: CH3N3O
Source: the Open Molecules 2025 dataset
Level of theory: ωB97M-V/def2-TZVPD

Values from the calculation:
- gap between HOMO and LUMO (eV) = 8.48
- ΔE to the lowest compared entry with this formula, charge and spin (kJ/mol) = 340.6
- E_HOMO (eV) = -9.260
- SMILES = [H]/N=C(\N)N=O

```
8
CH3N3O, DFT ωB97M-V/def2-TZVPD
H 1.406 1.295 -0.598
N 1.096 1.452 0.348
C 0.331 0.515 0.808
N -0.406 -0.470 0.192
N 0.183 0.390 2.218
O 0.366 1.285 2.950
H -0.084 -1.007 -0.643
H -0.519 -1.242 0.736
```

=====

Please write out number 1 again, unchanged.
Formula: C4H3N3
Source: the Open Molecules 2025 dataset
Level of theory: ωB97M-V/def2-TZVPD

Values from the calculation:
- gap between HOMO and LUMO (eV) = 7.09
- ΔE to the lowest compared entry with this formula, charge and spin (kJ/mol) = 587.3
- E_HOMO (eV) = -9.380

```
10
C4H3N3, DFT ωB97M-V/def2-TZVPD
C -0.388 0.034 0.052
C -1.006 1.180 -0.229
N 0.572 -0.853 1.209
N 2.447 -0.301 -0.130
C 1.248 -0.443 0.168
C -1.122 -1.201 0.310
N -1.942 -2.024 0.374
H 2.674 0.326 -0.889
H -0.421 2.068 -0.421
H -2.063 1.214 -0.443
```